# 1
C43H37As2N7O2SSeTi as an isolated structure in a non-equilibrium geometry. Source: OMol25; level of theory: the ωB97M-V functional and the def2-TZVPD basis.

Cartesian coordinates (Å):
Ti 13.3021 -15.3962 8.4636
Se 19.4170 -17.6528 12.6505
N 17.6680 -17.8956 12.8794
C 17.1055 -17.4847 11.7436
C 15.6835 -17.4460 11.5480
C 14.7516 -17.9205 12.4972
C 13.4352 -17.6725 12.3074
C 13.0190 -17.0309 11.1412
N 13.8449 -16.7094 10.1614
C 15.1911 -16.8553 10.3918
C 16.0979 -16.3762 9.3559
N 15.4787 -15.8828 8.2444
C 16.2531 -15.4717 7.2256
C 17.6273 -15.5173 7.2864
C 18.2783 -16.0374 8.4079
C 17.4952 -16.4912 9.4904
C 18.0007 -16.9747 10.7402
N 19.2934 -16.9940 11.0280
H 15.0963 -18.4611 13.3608
H 12.6621 -17.9642 13.0318
H 11.9527 -16.8365 10.9725
H 15.7009 -15.0865 6.3960
H 18.2341 -15.1792 6.4539
H 19.3743 -16.0507 8.4716
C 11.3036 -18.7607 9.3706
As 11.2198 -17.1616 8.3274
C 11.0585 -17.9892 6.6197
C 9.5115 -16.3988 8.4857
C 8.4057 -17.1606 8.8989
C 7.1921 -16.5351 9.0381
C 7.0676 -15.1737 8.7938
C 8.1527 -14.4233 8.3588
C 9.3791 -15.0312 8.2244
As 10.9516 -14.1216 7.6535
C 10.7610 -12.3676 8.4986
C 10.6883 -13.8388 5.8121
H 10.7352 -19.5581 8.8703
H 10.9050 -18.6525 10.3811
H 12.3281 -19.0877 9.4468
H 10.1155 -18.4968 6.6121
H 11.8750 -18.6705 6.4223
H 11.0238 -17.2165 5.8487
H 8.5334 -18.2282 9.0976
H 6.3527 -17.1032 9.3680
H 6.1297 -14.6545 8.9280
H 7.9989 -13.3764 8.1312
H 10.1377 -11.7671 7.8542
H 11.7188 -11.8959 8.7036
H 10.2535 -12.5315 9.4391
H 9.8260 -13.1889 5.7680
H 10.4649 -14.7885 5.3295
H 11.5348 -13.3235 5.3707
C 13.2971 -8.1441 13.2982
C 13.4610 -9.4291 12.5736
C 12.3250 -10.0923 12.1188
C 12.4539 -11.3346 11.5209
C 13.6996 -11.9174 11.4011
C 14.8529 -11.2734 11.8817
C 14.7349 -10.0259 12.4626
S 13.7842 -13.5555 10.8349
O 12.4961 -14.2349 11.0382
O 14.9821 -14.1093 11.4178
N 13.8786 -13.6677 9.2213
C 14.6043 -12.8067 8.3669
C 15.6485 -11.9935 8.7437
C 16.0780 -11.0532 7.7999
C 15.5267 -11.0118 6.5421
C 14.6066 -11.9910 6.2196
N 14.1312 -12.8626 7.1161
H 12.2608 -7.9639 13.5922
H 13.5822 -7.2991 12.6847
H 13.9141 -8.1031 14.1742
H 11.3401 -9.6355 12.2350
H 11.5641 -11.8668 11.2082
H 15.7927 -11.8338 11.8587
H 15.6294 -9.5425 12.8520
H 16.0839 -12.0981 9.7174
H 16.8231 -10.3466 8.1376
H 15.8006 -10.2567 5.8282
H 14.1344 -12.0795 5.2571
N 13.2720 -13.4865 -1.0262
C 13.2437 -13.8049 0.0698
C 13.2718 -14.2791 1.3997
C 14.4149 -14.0695 2.1752
C 14.4969 -14.6740 3.4224
C 13.3832 -15.3648 3.9311
C 12.2472 -15.5627 3.1292
C 12.1781 -15.0242 1.8704
C 13.3665 -15.7265 5.3054
C 13.2908 -15.8621 6.5173
H 15.2199 -13.4632 1.7884
H 15.3880 -14.4972 4.0627
H 11.4058 -16.1547 3.4860
H 11.3332 -15.1445 1.1971

Properties
Lowest unoccupied orbital energy (eV): -6.418
Charge: +2
Energy above the lowest of the compared OMol25 structures with the same formula, charge and spin (kJ/mol): 0.00
Orbital gap (eV): 6.85

***

# 2
A 2-piece molecular cluster, C3H6ClOP overall in a non-equilibrium geometry. Source: OMol25; level of theory: the ωB97M-V functional and the def2-TZVPD basis.

Cartesian coordinates (Å):
C 0.3264 -0.6223 -0.4388
C -0.2951 0.1231 0.6332
C -1.2827 1.2147 0.3672
O -3.9562 1.8480 -0.3482
P -3.0583 0.7527 0.0437
Cl -5.1089 -1.3661 -0.0572
H -0.4380 -0.5829 -1.3534
H 1.2394 -0.0359 -0.7111
H 0.7721 -1.6007 -0.1394
H -0.5469 -0.5854 1.5040
H 0.5294 0.6203 1.1898
H -1.1375 1.8589 -0.4774

Properties
Lowest unoccupied orbital energy (alpha / beta) (eV): -2.669 / -3.229
Charge: 0
Energy above the lowest of the compared OMol25 structures with the same formula, charge and spin (kJ/mol): 440.42
Orbital gap (alpha / beta) (eV): 7.18 / 6.53

***

# 3
A 2-piece molecular cluster, C11H15N overall in a non-equilibrium geometry. Source: OMol25; level of theory: the ωB97M-V functional and the def2-TZVPD basis.

Cartesian coordinates (Å):
C 0.5224 2.1784 0.9523
C 0.1104 0.7606 1.2816
C -0.2900 0.3516 2.5174
N -0.8741 -0.8992 2.4657
C -0.7725 -1.3634 1.1663
C -1.0383 -2.6286 0.6929
C -0.6522 -2.8856 -0.6270
C 0.0904 -1.9584 -1.3487
C 0.3507 -0.7072 -0.8406
C -0.1719 -0.3341 0.3962
H -0.0773 2.8878 1.5251
H 0.3931 2.3895 -0.1034
H 1.5742 2.2792 1.2171
H -0.1391 0.9000 3.4318
H -0.8378 -1.5317 3.2464
H -1.3348 -3.4820 1.2986
H -0.9381 -3.8532 -1.0061
H 0.4966 -2.2460 -2.3149
H 1.0381 -0.0997 -1.4141
C 0.2891 2.5762 -2.9243
C 1.6826 2.8925 -2.4113
H -0.4095 2.2297 -2.1535
H -0.2499 3.3884 -3.4044
H 0.2969 1.7283 -3.6048
H 1.8145 3.9283 -2.1054
H 2.3583 2.8648 -3.2659
H 2.0515 2.1732 -1.6878

Properties
Lowest unoccupied orbital energy (eV): 0.991
Charge: 0
Energy above the lowest of the compared OMol25 structures with the same formula, charge and spin (kJ/mol): 64.42
SMILES: Cc1c[nH]c2ccccc12.CC
Orbital gap (eV): 8.75

***

# 4
One molecule with the formula C20H22N2O4S in a non-equilibrium geometry. Source: OMol25; level of theory: the ωB97M-V functional and the def2-TZVPD basis.

Cartesian coordinates (Å):
C -0.8019 3.1246 -6.1566
H -1.5258 3.7711 -5.6659
H -0.3178 3.6957 -6.9457
H -1.3270 2.2908 -6.6167
C 0.2446 2.6307 -5.1663
C -0.2826 1.8362 -4.0016
C -1.6252 1.5184 -3.8376
C -2.0534 0.7836 -2.7485
C -1.1405 0.3457 -1.7921
C 0.2108 0.6610 -1.9489
C 0.6244 1.3945 -3.0380
H 1.6728 1.6326 -3.1478
H 0.9200 0.3257 -1.2099
C -1.5750 -0.4217 -0.6491
N -0.8071 -0.8997 0.2926
C -1.6408 -1.5491 1.1651
C -2.9252 -1.4179 0.7072
O -2.8747 -0.7117 -0.4483
C -4.2277 -1.8793 1.2421
H -4.2654 -2.9679 1.2751
H -5.0303 -1.5128 0.6087
H -4.3594 -1.4971 2.2528
C -1.1568 -2.1819 2.4011
H -0.1152 -2.4806 2.3362
H -1.7835 -3.0273 2.6794
S -1.2932 -0.9923 3.8542
O -2.6391 -0.4284 3.7426
C -0.1781 0.3380 3.1775
C 1.2518 -0.1275 3.0217
O 2.0482 -0.1067 3.9397
N 1.5438 -0.5731 1.7849
H 0.8101 -0.6144 1.0726
C 2.8770 -0.9945 1.4101
C 3.3692 -0.2122 0.2375
C 3.6365 1.1172 0.0847
C 4.0223 1.2906 -1.2669
C 3.9571 0.0565 -1.8342
O 3.5592 -0.8579 -0.9340
H 4.1625 -0.2907 -2.8272
H 4.3107 2.2062 -1.7412
H 3.5710 1.8710 0.8419
H 2.8802 -2.0580 1.1466
H 3.5142 -0.8342 2.2857
H -0.6162 0.6846 2.2447
H -0.2242 1.1249 3.9296
H -3.0997 0.5441 -2.6320
H -2.3545 1.8435 -4.5621
H 0.9735 2.0099 -5.6968
H 0.7934 3.4898 -4.7685

Properties
Lowest unoccupied orbital energy (eV): 0.406
Charge: 0
Energy above the lowest of the compared OMol25 structures with the same formula, charge and spin (kJ/mol): 258.30
Orbital gap (eV): 8.67

***

# 5
C4H11IMgNO as an isolated structure in a non-equilibrium geometry. Source: OMol25; level of theory: the ωB97M-V functional and the def2-TZVPD basis.

Cartesian coordinates (Å):
Mg -8.2519 -20.0355 -10.2376
I -7.0278 -17.8355 -10.5882
C -3.5564 -16.6343 -13.2674
C -2.8972 -17.9413 -12.9115
C -1.3589 -17.8003 -13.0218
O -0.9203 -17.5940 -14.3227
C 0.4916 -17.5771 -14.3662
N -3.2699 -18.2603 -11.5555
H -4.6442 -16.6222 -13.2000
H -3.2851 -16.3093 -14.2719
H -3.3829 -15.8138 -12.5712
H -3.1288 -18.7063 -13.6527
H -0.9074 -18.7230 -12.6572
H -0.9560 -16.9865 -12.4189
H 0.9179 -16.7412 -13.8115
H 0.7745 -17.3707 -15.3985
H 0.9602 -18.4863 -13.9895
H -4.2571 -18.1415 -11.3783
H -2.7653 -17.7175 -10.8693

Properties
Lowest unoccupied orbital energy (alpha / beta) (eV): 0.021 / -1.638
2S+1: 2
Charge: 0
Energy above the lowest of the compared OMol25 structures with the same formula, charge and spin (kJ/mol): 0.00
Orbital gap (alpha / beta) (eV): 7.30 / 7.15

***

# 6
A 8-piece molecular cluster, C42H58F4NO17 overall in a non-equilibrium geometry. Source: OMol25; level of theory: the ωB97M-V functional and the def2-TZVPD basis.

Cartesian coordinates (Å):
C 5.5523 -0.4725 -0.1214
C 5.3939 0.4191 -1.3303
C 6.5842 0.8721 -1.9112
C 6.5960 1.7446 -2.9896
C 5.3752 2.1786 -3.4936
C 4.1823 1.7288 -2.9289
C 4.1505 0.8384 -1.8551
C 2.8589 0.3599 -1.2190
C 2.3742 -1.0543 -1.6347
N 3.4395 -2.0219 -1.7423
C 4.0952 -2.2069 -3.0267
C 5.3088 -3.1433 -2.8622
O 4.9689 -4.4932 -3.2129
C 1.4584 -1.5660 -0.4441
O 1.0637 -0.7260 0.3824
O 1.2111 -2.7820 -0.4668
C 1.4196 -1.0193 -2.8672
F 1.1505 -2.2525 -3.3210
F 0.2166 -0.5111 -2.4491
C 1.8211 -0.1066 -4.0528
F 1.2121 -0.5781 -5.1877
F 1.3369 1.1334 -3.8658
H 4.6175 -0.8474 0.2620
H 6.2307 -1.2949 -0.3272
H 6.0011 0.1223 0.6792
H 7.5315 0.5430 -1.5061
H 7.5156 2.1029 -3.4255
H 5.3308 2.8760 -4.3179
H 3.2585 2.1108 -3.3366
H 2.0455 1.0532 -1.4130
H 3.0164 0.3739 -0.1520
H 3.1119 -2.9265 -1.4178
H 3.4631 -2.6804 -3.7910
H 4.4800 -1.2755 -3.4419
H 5.6352 -3.1329 -1.8309
H 6.1137 -2.8214 -3.5217
H 4.6458 -4.4974 -4.1154
H 2.8828 -0.0975 -4.2698
O 0.4504 2.6062 4.7736
C -0.2356 2.1570 3.8975
O -0.4485 2.8223 2.7363
C -1.3904 2.0972 1.9222
C -1.3303 0.6628 2.4161
C -1.0041 0.8517 3.8960
H -2.3794 2.5477 2.0633
H -1.1047 2.1867 0.8753
H -2.2468 0.1052 2.2311
H -0.5107 0.1374 1.9189
H -1.9043 0.9751 4.5010
H -0.4022 0.0427 4.2879
O -2.1254 -1.6374 5.7915
C -1.1344 -1.8289 6.4387
O 0.0752 -1.3103 6.1212
C 1.0740 -1.8089 7.0293
C 0.3133 -2.2572 8.2707
C -1.0139 -2.7009 7.6667
H 1.5870 -2.6408 6.5433
H 1.7927 -1.0180 7.2304
H 0.8333 -3.0330 8.8298
H 0.1501 -1.4096 8.9394
H -0.9783 -3.7367 7.3236
H -1.8562 -2.5402 8.3349
O -0.4366 -5.6530 6.9798
C -0.7526 -5.6927 5.8198
O 0.0613 -5.2481 4.8505
C -0.6048 -5.2877 3.5708
C -1.7137 -6.3192 3.7454
C -2.0657 -6.1570 5.2250
H -0.9881 -4.2903 3.3529
H 0.1161 -5.5581 2.8049
H -2.5501 -6.1636 3.0676
H -1.3200 -7.3219 3.5703
H -2.8122 -5.3767 5.3846
H -2.3911 -7.0833 5.6904
O -5.5045 1.3995 0.8536
C -5.1048 2.3624 0.2683
O -5.3629 3.6327 0.6759
C -4.8437 4.5699 -0.2866
C -3.7635 3.8151 -1.0421
C -4.2973 2.3859 -1.0139
H -5.6606 4.8838 -0.9401
H -4.4552 5.4402 0.2407
H -3.5879 4.2037 -2.0406
H -2.8228 3.8596 -0.4897
H -4.9638 2.1865 -1.8482
H -3.4990 1.6485 -0.9808
O -5.6116 3.7752 -3.3832
C -6.2657 3.3880 -4.3077
O -6.4241 4.1052 -5.4417
C -7.3422 3.4395 -6.3259
C -7.3207 1.9781 -5.8975
C -7.0540 2.0953 -4.3982
H -8.3276 3.8943 -6.2040
H -7.0122 3.5858 -7.3514
H -8.2351 1.4444 -6.1483
H -6.4882 1.4636 -6.3788
H -7.9738 2.2099 -3.8228
H -6.4740 1.2640 -4.0074
O 8.2321 -3.2870 -3.7883
C 8.4859 -4.2670 -3.1547
O 8.2042 -4.3720 -1.8354
C 8.7025 -5.6119 -1.3148
C 8.8360 -6.5277 -2.5244
C 9.1692 -5.5337 -3.6358
H 9.6635 -5.4216 -0.8303
H 8.0031 -5.9889 -0.5728
H 9.5783 -7.3125 -2.3881
H 7.8771 -7.0025 -2.7339
H 10.2405 -5.3423 -3.7132
H 8.7752 -5.8365 -4.6014
O -9.0986 8.6149 -0.8371
C -8.1438 8.3909 -0.1537
O -6.9256 8.9324 -0.3974
C -5.9548 8.4024 0.5224
C -6.7597 7.9068 1.7156
C -8.0652 7.4728 1.0528
H -5.4136 7.5949 0.0264
H -5.2502 9.1864 0.7889
H -6.2584 7.1180 2.2729
H -6.9521 8.7335 2.4011
H -8.0241 6.4407 0.7015
H -8.9297 7.6117 1.6952

Properties
Lowest unoccupied orbital energy (eV): 1.861
Charge: -1
Energy above the lowest of the compared OMol25 structures with the same formula, charge and spin (kJ/mol): 0.00
Orbital gap (eV): 7.03

***

# 7
One molecule with the formula C26H30N2O4S in a non-equilibrium geometry. Source: OMol25; level of theory: the ωB97M-V functional and the def2-TZVPD basis.

Cartesian coordinates (Å):
C -5.9110 -0.6914 2.6207
C -4.4486 -0.8357 1.8592
C -4.6456 -0.6693 0.2154
C -3.3976 -0.8361 -0.2166
C -2.5398 0.0311 -0.4749
C -2.7097 1.6678 -0.7398
C -3.4657 2.3158 -1.8700
C -3.7730 3.7134 -1.9642
C -1.1634 -0.2946 -1.1804
N -0.8040 -1.5759 -1.2838
S -0.4939 -2.4317 0.2859
O -1.2630 -2.0121 1.2023
O -0.6639 -3.7774 0.0018
C 1.2692 -2.0147 0.5654
C 1.5933 -1.9922 1.9909
C 2.9974 -1.6514 1.9173
C 4.0261 -1.6688 1.1677
C 3.5907 -1.9699 -0.1828
C 4.5435 -1.4895 -1.2673
C 3.9942 -1.8016 -2.4169
C 2.7433 -2.0467 -2.6870
N 1.8300 -2.0124 -1.8622
C 2.1870 -2.0465 -0.6552
C -0.0538 0.5804 -0.5385
C 0.2153 0.5446 0.9055
C 1.1627 1.1492 1.5644
C 2.3174 1.3197 0.5676
C 3.8110 1.5799 1.2511
O 3.8341 1.9505 2.3017
O 4.5735 1.9271 0.4021
C 5.9820 2.2384 0.8873
C 2.2744 1.1147 -0.8207
C 1.0456 0.8716 -1.4948
H -5.8245 -0.9964 3.5085
H -6.2927 0.3150 2.5253
H -6.6328 -1.3652 2.0202
H -3.7249 -0.0668 2.3139
H -4.1680 -1.8747 1.9548
H -5.3906 -1.0378 -0.0817
H -4.8414 0.5307 0.5316
H -3.1638 -1.7868 -0.3056
H -3.3425 1.9415 0.1563
H -1.6968 2.1286 -0.5464
H -2.8673 1.8380 -2.6344
H -4.3161 1.4169 -1.9338
H -2.7108 3.9842 -1.8894
H -4.2757 3.9680 -0.9768
H -4.1818 3.9188 -2.9004
H -1.1865 -0.0349 -2.3964
H -0.2891 -1.9717 -1.9177
H 0.8955 -2.1125 2.8437
H 3.3051 -1.7421 3.0271
H 5.0216 -1.3149 1.4630
H 5.5123 -1.5272 -1.0010
H 4.7304 -1.7991 -3.3837
H 2.3644 -2.0642 -3.7489
H -0.6742 0.4540 1.5619
H 1.5006 1.1258 2.5114
H 6.2427 1.5062 1.6556
H 6.8706 2.2355 0.0282
H 5.9805 3.0973 1.4905
H 3.2578 1.3975 -1.4176
H 1.2401 0.6502 -2.5098

Properties
Lowest unoccupied orbital energy (eV): -0.665
Charge: 0
Energy above the lowest of the compared OMol25 structures with the same formula, charge and spin (kJ/mol): 2034.86
SMILES: CCC/C=C(\CCC)[C@H](NS(=O)(=O)c1cccc2cccnc12)c1ccc(C(=O)OC)cc1
Orbital gap (eV): 7.60

***

# 8
A 2-piece molecular cluster, C18H32N4O5S overall in a non-equilibrium geometry. Source: OMol25; level of theory: the ωB97M-V functional and the def2-TZVPD basis.

Cartesian coordinates (Å):
C 3.3603 -4.9360 0.9740
C 3.2231 -3.9184 -0.1669
C 3.1067 -2.4519 0.3207
C 1.7608 -2.2398 1.0435
C 3.2663 -1.3662 -0.7818
N 4.2290 -1.7640 -1.8271
C 3.9774 -2.2230 -3.0526
C 2.5521 -2.3247 -3.5587
O 4.9023 -2.5609 -3.7742
C 3.6377 -0.0102 -0.1390
O 2.7610 0.7928 0.1339
N 4.9042 0.3481 0.1226
C 6.1439 -0.4211 0.0038
H 4.2070 -4.6741 1.6093
H 3.5312 -5.9269 0.5519
H 2.4502 -4.9713 1.5712
H 4.1177 -4.0367 -0.7769
H 2.3566 -4.1737 -0.7782
H 3.9054 -2.2976 1.0482
H 1.6769 -2.8993 1.9054
H 1.6779 -1.2154 1.4074
H 0.9296 -2.4322 0.3629
H 2.2898 -1.2207 -1.2434
H 5.2075 -1.7054 -1.6003
H 1.9728 -2.9669 -2.8993
H 2.1110 -1.3299 -3.5951
H 2.5631 -2.7500 -4.5615
H 4.9814 1.2818 0.4980
H 6.5028 -0.3909 -1.0270
H 5.9887 -1.4557 0.3131
H 6.9095 0.0164 0.6472
C -6.2971 5.4785 -1.3137
C -5.0109 4.9810 -0.7285
C -4.7515 3.7105 -0.3249
C -3.3982 3.7068 0.1697
C -2.6658 2.5299 0.7977
C -2.2196 2.8933 2.2157
C -2.3075 1.5903 2.9925
C -3.5211 0.9066 2.3923
N -3.4885 1.3074 0.9798
S -3.1575 0.0268 -0.1530
C -4.6999 -0.8855 -0.1898
O -2.8902 0.5769 -1.4862
O -2.0779 -0.8315 0.3519
N -2.8980 4.9155 0.0654
O -3.9047 5.7515 -0.5126
H -7.0303 4.6698 -1.3791
H -6.1194 5.8752 -2.3172
H -6.7067 6.2756 -0.6872
H -5.4153 2.8571 -0.3619
H -1.7773 2.3093 0.1945
H -2.8996 3.6300 2.6570
H -1.2069 3.3086 2.2239
H -2.4156 1.7552 4.0687
H -1.4119 0.9846 2.8154
H -3.4809 -0.1783 2.5413
H -4.4353 1.2842 2.8634
H -5.5011 -0.2151 -0.4992
H -4.9096 -1.2886 0.8000
H -4.6061 -1.7016 -0.9067

Properties
Lowest unoccupied orbital energy (eV): 0.401
Charge: 0
Energy above the lowest of the compared OMol25 structures with the same formula, charge and spin (kJ/mol): 265.11
SMILES: CC[C@H](C)[C@H](NC(C)=O)C(=O)NC.Cc1cc([C@H]2CCCN2S(C)(=O)=O)no1
Orbital gap (eV): 9.57

***

# 9
A 2-piece molecular cluster, C4H8Cl2Si overall in a non-equilibrium geometry. Source: OMol25; level of theory: the ωB97M-V functional and the def2-TZVPD basis.

Cartesian coordinates (Å):
C 1.3487 -0.4805 0.5324
C 1.0859 0.3069 -0.4708
C 0.3379 -1.2361 1.3940
C 1.5169 1.4570 -1.2269
Si -2.5970 -0.0445 -0.3942
Cl -3.3378 -1.9304 -0.3703
Cl -3.4556 1.0594 1.1295
H 2.3884 -0.4628 1.0356
H 0.5543 -0.9579 2.3599
H -0.6097 -1.0479 0.9911
H 0.5102 -2.3864 1.3326
H 2.6062 1.5055 -1.6780
H 1.0295 1.6482 -2.0998
H 1.2289 2.3127 -0.6857
H -2.6068 0.2567 -1.8494

Properties
Lowest unoccupied orbital energy (alpha / beta) (eV): -0.802 / -0.023
Charge: 0
Energy above the lowest of the compared OMol25 structures with the same formula, charge and spin (kJ/mol): 515.48
Orbital gap (alpha / beta) (eV): 7.21 / 7.79